Density functional theory data (wB97M-V/def2-TZVPD) for a 2-piece molecular cluster, C3H6N4S overall at a distorted geometry.

Bonds (Å) are listed after each position.
CARTESIAN COORDINATES (ANGSTROEM)
1 C 1.798 0.347 0.812  N4 1.211, N6 1.200
2 C -1.776 0.545 0.230  N5 1.341, N7 1.366, S8 1.653
3 C -1.111 -1.625 -0.347  N7 1.256, H9 1.081, H11 1.090
4 N 1.682 1.162 -0.076  C1 1.211, H10 0.999
5 N -1.223 1.742 -0.016  C2 1.341, H12 1.015, H13 1.006
6 N 1.978 -0.214 1.858  C1 1.200, H14 1.001
7 N -0.912 -0.512 0.201  C2 1.366, C3 1.256
8 S -3.355 0.357 0.680  C2 1.653
9 H -0.391 -2.413 -0.176  C3 1.081
10 H 2.109 1.121 -0.978  N4 0.999
11 H -1.962 -1.845 -0.992  C3 1.090
12 H -0.213 1.807 -0.093  N5 1.015
13 H -1.767 2.563 0.188  N5 1.006
14 H 1.429 -0.935 2.284  N6 1.001

LUMO energy (eV): 0.14
Strongest force on any atom (eV/Å): 1.35
SMILES: C=NC(N)=S.N=C=N
Energy above the lowest of the compared OMol25 structures with the same formula, charge and spin (kcal/mol): 35.75